9
Properties=species:S:1:pos:R:3:forces:R:3:nbo_charge:R:1 method="wB97M-V/def2-TZVPD" orbital_gap_ev=7.626 total_charge=0 fmax_ev_per_a=3.6 energy_ev=-12590.24583 relative_energy_kcal_mol=104.13
C 1.049914 -1.434245 0.072786 0.016 0.985 -0.256 0.06
N 2.366868 -1.326915 -0.034007 1.671 -0.911 -0.047 -0.34
N 2.741481 -0.055234 -0.366409 -3.166 -0.794 1.416 0.02
N 1.693914 0.731195 -0.352940 -0.864 0.952 -1.102 -0.05
N 4.054728 0.636597 -0.324204 1.336 -0.658 1.413 0.34
N 0.680102 -0.071664 -0.144874 2.231 -0.519 -0.268 0.10
O 4.842243 0.078588 0.357786 -1.516 0.635 -1.444 -0.16
O -0.602044 0.310408 -0.321148 0.127 -1.564 0.274 -0.45
H -0.633131 1.246165 -0.331783 0.167 1.875 0.013 0.49


48
Properties=species:S:1:pos:R:3:forces:R:3:nbo_charge:R:1 method="wB97M-V/def2-TZVPD" orbital_gap_ev=9.573 total_charge=0 fmax_ev_per_a=9.6 energy_ev=-29732.79544 relative_energy_kcal_mol=157.42
C -1.116912 0.136559 4.703216 -0.827 -0.808 0.271 -0.64
C -0.625787 -1.405439 4.434770 1.793 0.229 0.453 -0.22
C 0.825345 -1.567274 5.247854 0.342 0.543 -0.633 -0.64
C -0.337842 -1.780537 2.865161 -0.131 -1.400 -0.017 -0.25
C -0.370244 -3.450607 2.784381 -1.132 0.359 0.777 -0.64
C -1.462404 -1.241126 1.801608 1.039 -1.997 -1.012 -0.11
O -1.397545 0.196272 1.496267 -5.193 -2.276 4.652 -0.27
O -0.524283 0.470394 0.569134 5.704 3.695 -2.400 -0.27
C 0.081969 1.760538 1.038341 -2.114 6.047 1.891 0.96
O -0.659836 2.859485 1.291057 4.869 -8.027 -1.857 -0.53
O 1.544233 1.837601 1.293924 -4.001 -0.705 -2.047 -0.54
C 2.288139 1.818300 0.012607 0.953 -0.363 -0.725 -0.11
C 3.122090 0.408206 -0.049946 0.207 0.489 0.220 -0.25
N 2.273075 -0.826038 -0.279074 0.025 1.331 0.290 -0.85
H -1.071419 0.299488 5.881326 -0.072 -0.133 -2.623 0.22
H -2.257390 0.207857 4.384421 2.450 0.202 0.537 0.22
H -0.459565 0.942565 4.127940 -1.448 -1.852 1.294 0.23
H -1.333069 -2.230200 4.909332 1.077 2.020 -1.122 0.21
H 0.991202 -2.641487 5.681914 -0.365 2.140 -0.690 0.22
H 1.707441 -1.350689 4.484110 -1.769 -0.493 1.596 0.21
H 0.916671 -0.723730 6.076283 -0.259 -2.057 -1.544 0.22
H 0.767518 -1.492385 2.521238 -2.512 -0.120 0.793 0.21
H -0.222761 -3.857708 1.697108 -0.058 0.760 2.164 0.22
H -1.464713 -3.751614 3.152782 2.270 0.461 -0.935 0.20
H 0.360305 -3.946321 3.581669 -1.368 1.187 -1.990 0.23
H -2.566043 -1.566833 2.108552 2.398 1.318 -0.441 0.22
H -1.257486 -1.812654 0.773776 -0.423 1.209 2.088 0.20
H 3.031751 2.734921 0.030667 -1.578 -1.818 0.039 0.21
H 1.531013 1.953395 -0.884452 1.674 -0.404 1.668 0.19
H 3.947771 0.508631 -0.873043 -1.632 -0.276 1.400 0.20
H 3.688155 0.269092 0.983781 -1.254 0.412 -2.150 0.21
H 1.685369 -0.725732 -1.140348 0.653 -0.002 1.233 0.37
H 1.652251 -0.970274 0.551650 0.649 0.332 -1.272 0.36
C -1.009956 -0.521929 -6.541490 -0.176 -0.085 0.306 -0.64
C -0.209976 0.763486 -6.665257 0.201 -0.608 -0.319 -0.07
O -0.862311 1.841926 -5.983790 0.161 0.310 1.082 -0.50
C -0.734738 1.844284 -4.634004 -0.066 -0.285 0.112 0.99
O -0.118601 1.028090 -3.967892 -0.680 1.096 -0.819 -0.65
O -1.436343 2.899404 -4.145298 0.689 -0.836 -0.651 -0.50
C -1.465632 2.961056 -2.722201 -0.120 0.098 0.639 -0.26
H -2.040971 -0.367644 -6.875513 0.181 0.014 -0.115 0.21
H -0.557672 -1.318998 -7.137864 -0.035 0.124 0.022 0.22
H -1.061259 -0.859234 -5.501348 0.141 0.063 -0.158 0.22
H -0.145977 1.048322 -7.721258 -0.142 0.254 0.308 0.19
H 0.816800 0.638760 -6.302580 -0.255 0.068 0.133 0.19
H -0.455915 2.930831 -2.300532 -0.194 -0.124 -0.115 0.19
H -2.074178 2.141228 -2.326572 0.257 0.073 0.002 0.19
H -1.930269 3.907766 -2.432409 0.071 -0.165 -0.334 0.20


67
Properties=species:S:1:pos:R:3:forces:R:3:mulliken_charge:R:1 method="wB97M-V/def2-TZVPD" orbital_gap_ev=6.423 total_charge=0 fmax_ev_per_a=0.5 energy_ev=-60912.48527 relative_energy_kcal_mol=0.00
Ba -0.177063 0.313553 -2.241169 -0.210 -0.076 -0.070 1.86
C -2.595640 2.430640 0.210357 -0.026 0.047 0.078 -0.41
P -3.028444 0.969361 -0.789406 0.062 -0.025 -0.473 0.07
C -2.677632 -0.476367 0.250200 0.155 -0.023 0.140 0.61
C -3.400139 -1.659370 0.078983 -0.032 0.003 -0.079 -0.48
C -3.023613 -2.819712 0.734286 -0.029 0.027 0.010 -0.83
C -1.908233 -2.819118 1.563119 0.012 0.021 0.014 -0.66
C -1.185346 -1.650582 1.743408 0.036 -0.029 0.014 -0.42
C -1.561825 -0.481788 1.093389 -0.031 0.010 0.003 -0.21
C -4.843656 1.049484 -0.883689 0.007 -0.002 0.039 0.00
C -5.453609 1.305123 -2.108699 0.062 -0.011 0.048 -0.42
C -6.834064 1.416015 -2.197263 -0.049 0.008 -0.026 -0.55
C -7.614583 1.265944 -1.061639 0.001 0.001 -0.015 -0.42
C -7.015391 1.005283 0.164108 0.009 -0.007 0.024 -0.73
C -5.637370 0.898301 0.252767 0.023 0.000 0.022 -0.05
C -1.123547 2.705744 0.347017 -0.077 0.166 0.162 -0.25
C -0.587925 3.538408 1.306781 -0.117 -0.064 -0.025 -1.25
C 0.800514 3.569002 1.074298 0.130 -0.056 -0.107 -0.69
C 1.031683 2.748767 -0.010852 0.047 0.129 0.267 0.12
C 2.387720 2.485966 -0.587002 0.221 0.037 -0.078 -0.60
P 2.774480 0.727152 -0.965915 -0.198 -0.173 -0.141 -0.25
C 4.566101 0.786145 -1.284540 -0.020 -0.010 -0.033 0.32
C 5.043775 0.585174 -2.575889 0.002 0.023 0.062 -0.38
C 6.404897 0.662166 -2.839134 0.005 -0.003 -0.035 -0.56
C 7.293659 0.932716 -1.810964 0.020 0.000 -0.018 -0.42
C 6.824995 1.124913 -0.517417 -0.004 0.003 0.020 -0.69
C 5.467580 1.052055 -0.254827 -0.018 -0.015 -0.005 -0.39
C 2.647410 -0.193794 0.598669 0.068 0.092 0.126 1.10
C 2.800832 -1.580665 0.541399 0.016 0.052 -0.051 -0.81
C 2.788367 -2.341005 1.699849 0.019 -0.105 0.000 -0.62
C 2.597161 -1.723569 2.928356 -0.037 0.061 0.009 -0.69
C 2.415680 -0.348365 2.993486 0.009 -0.041 0.029 -0.65
C 2.447023 0.417134 1.836481 -0.007 0.014 -0.055 -0.03
N -0.143798 2.198795 -0.476127 0.046 0.187 0.110 -0.05
H -3.051242 2.345074 1.201036 -0.009 0.012 -0.010 0.46
H -3.099804 3.261876 -0.296143 -0.010 -0.017 -0.010 0.55
H -4.264053 -1.672032 -0.576264 -0.002 -0.008 0.007 0.45
H -3.582263 -3.733742 0.584852 0.010 -0.001 0.001 0.46
H -1.603534 -3.734546 2.053639 -0.005 0.004 0.001 0.45
H -0.314131 -1.637726 2.385355 0.032 -0.020 0.016 0.39
H -0.985899 0.423019 1.254212 -0.012 -0.006 -0.011 0.23
H -4.842110 1.417285 -2.996235 -0.008 -0.001 -0.004 0.30
H -7.299439 1.614917 -3.153934 0.000 -0.001 0.003 0.39
H -8.691604 1.347792 -1.129241 0.001 0.000 -0.007 0.39
H -7.624214 0.883558 1.050541 0.003 0.000 0.001 0.40
H -5.169990 0.685250 1.207282 -0.016 -0.004 0.006 0.34
H -1.138969 4.062054 2.073310 -0.006 -0.006 -0.001 0.49
H 1.550461 4.118768 1.624216 -0.001 -0.003 0.000 0.50
H 3.154817 2.883388 0.082738 -0.074 0.022 0.070 0.40
H 2.542952 3.007468 -1.541110 0.004 -0.031 -0.008 0.39
H 4.348990 0.358924 -3.375978 0.001 -0.002 -0.009 0.29
H 6.769312 0.502307 -3.845560 0.006 0.001 0.003 0.38
H 8.355425 0.987276 -2.013370 -0.002 -0.004 -0.006 0.38
H 7.520639 1.326388 0.286836 -0.004 0.000 0.001 0.39
H 5.101600 1.186040 0.756911 0.017 0.002 0.003 0.31
H 2.954084 -2.073662 -0.413157 -0.022 -0.014 -0.004 0.48
H 2.924869 -3.413175 1.630616 -0.034 0.029 -0.005 0.49
H 2.582386 -2.314187 3.835651 0.002 -0.010 -0.009 0.39
H 2.256924 0.134441 3.949539 -0.005 0.003 -0.003 0.42
H 2.299208 1.486510 1.897547 -0.018 0.018 0.010 0.22
N -0.189894 -2.273805 -1.917119 -0.115 -0.292 0.117 -0.51
C -0.164070 -3.313829 -1.391091 0.183 0.291 -0.267 0.06
C -0.040589 -4.551552 -0.797400 -0.074 0.036 0.125 0.19
C 1.249770 -4.955433 -0.393709 0.176 -0.101 0.003 0.26
N 2.322369 -5.248765 -0.082629 -0.030 0.013 0.020 -0.58
C -1.196453 -5.302918 -0.499155 -0.100 -0.166 -0.019 0.23
N -2.155542 -5.900440 -0.264592 0.015 0.015 0.020 -0.57


110
Properties=species:S:1:pos:R:3:forces:R:3:mulliken_charge:R:1 method="wB97M-V/def2-TZVPD" orbital_gap_ev=4.294 total_charge=+1 fmax_ev_per_a=1.1 energy_ev=-183723.56961 relative_energy_kcal_mol=0.00
Sn -1.607843 -0.350015 0.416378 0.670 -0.045 0.643 0.94
Br -0.377146 5.845587 -6.279379 0.017 0.067 0.002 -0.08
C -1.498778 4.363804 -6.386851 -0.034 -0.047 0.030 0.12
C -1.620737 3.696256 -7.609083 0.049 0.075 0.012 -0.50
C -2.424668 2.590049 -7.677476 -0.076 -0.085 0.049 -0.21
C -3.074548 2.126622 -6.513051 -0.228 0.660 0.136 0.20
C -2.987190 2.842087 -5.296691 -0.052 -0.223 -0.017 -0.41
C -2.192507 3.957893 -5.240276 0.034 -0.048 0.039 -0.47
N -3.743254 0.958210 -6.686337 0.246 -0.962 -0.432 -0.93
N -4.293615 0.311988 -5.802767 0.277 0.614 0.340 0.25
C -4.127189 -0.291384 -4.686092 -0.339 -0.087 0.055 0.60
C -5.323112 -0.634508 -3.916093 -0.102 0.146 0.116 -0.74
C -5.227868 -1.064658 -2.658498 -0.017 0.168 -0.192 -0.85
C -3.915949 -1.217446 -1.994608 -0.124 0.271 -0.553 0.63
O -3.842085 -1.434432 -0.814722 -0.082 -0.459 0.354 -0.49
C -2.698453 -1.067690 -2.859075 0.090 -0.176 -0.102 0.37
N -1.537347 -1.357300 -2.292866 -0.044 -0.186 0.065 -0.05
C -0.425480 -1.291325 -3.015088 -0.031 -0.091 -0.051 -0.63
C -0.435115 -0.941394 -4.362872 -0.101 0.005 -0.025 -1.28
C -1.640235 -0.621755 -4.956758 0.081 0.077 -0.013 -0.69
C -2.800771 -0.663957 -4.189482 0.067 -0.222 -0.070 0.82
H -1.090346 4.053961 -8.479403 0.009 0.008 0.010 0.45
H -2.552669 2.039840 -8.599805 -0.013 -0.018 0.010 0.49
H -3.529837 2.527074 -4.412970 0.059 0.018 0.076 0.59
H -2.097897 4.506392 -4.315169 -0.004 0.006 0.082 0.56
H -6.282891 -0.463590 -4.385373 0.032 -0.006 -0.049 0.50
H -6.106749 -1.264557 -2.060915 0.023 -0.028 0.034 0.50
H 0.489737 -1.553673 -2.490443 0.058 0.054 0.007 0.88
H 0.484974 -0.927333 -4.929861 0.006 -0.006 0.008 0.53
H -1.677131 -0.363213 -6.008390 0.002 0.011 0.024 0.61
C -2.874928 0.603142 8.729101 -0.005 -0.016 -0.056 -1.50
C -2.261281 0.466860 7.363159 0.017 -0.010 0.041 1.07
C -0.891915 0.611837 7.173780 -0.002 -0.023 -0.015 -0.94
C -0.331427 0.507248 5.908087 0.028 -0.037 -0.017 -0.10
C -1.152638 0.251392 4.824084 -0.096 0.202 -0.033 -0.73
C -2.524913 0.097538 4.988774 0.059 -0.065 -0.014 -0.77
C -3.067159 0.200581 6.254284 -0.024 0.003 -0.002 -0.85
S -0.490335 0.267498 3.188575 -0.044 -0.213 0.395 2.32
O 0.925271 0.520447 3.309120 -0.040 0.003 0.086 -0.82
O -1.304151 1.210253 2.423667 0.110 -0.021 -0.028 -0.89
N -0.823115 -1.101099 2.460630 -0.285 0.463 -0.354 0.15
C -0.367872 -2.348536 2.820150 0.167 -0.126 0.108 -0.23
C 0.118188 -2.711922 4.054846 -0.031 0.083 0.037 -0.19
C 0.478527 -4.045348 4.332850 0.051 -0.045 -0.053 -1.03
C 0.395998 -5.011480 3.372555 0.005 0.048 0.009 -0.89
C -0.059829 -4.664315 2.078220 -0.055 -0.023 -0.022 1.31
C -0.135569 -5.600652 1.025161 -0.062 0.052 -0.065 -0.88
C -0.591254 -5.198453 -0.197065 0.023 -0.113 0.090 -1.17
C -0.975896 -3.857155 -0.368832 -0.081 0.075 -0.119 -0.13
N -0.919294 -2.952172 0.577056 0.089 -0.010 0.022 0.61
C -0.456896 -3.338612 1.799648 0.007 -0.152 -0.013 -0.24
H -2.112111 0.726049 9.495506 -0.006 0.003 0.010 0.35
H -3.472355 -0.275559 8.974858 0.005 0.000 0.013 0.35
H -3.538724 1.468412 8.765334 0.005 0.005 0.013 0.32
H -0.254049 0.818160 8.024194 0.000 -0.006 0.004 0.32
H 0.732812 0.623297 5.752853 0.000 0.047 0.011 0.53
H -3.149912 -0.094226 4.126193 -0.039 0.030 0.012 0.48
H -4.136427 0.090705 6.389807 0.002 -0.020 -0.005 0.40
H 0.201385 -1.964342 4.830537 0.024 -0.051 0.059 0.37
H 0.825701 -4.299320 5.326149 0.008 0.028 -0.003 0.42
H 0.668095 -6.038315 3.580475 0.018 0.009 -0.006 0.43
H 0.168972 -6.624609 1.205372 -0.012 -0.003 -0.015 0.45
H -0.671360 -5.889691 -1.024645 0.016 0.026 -0.012 0.46
H -1.346614 -3.522496 -1.329107 0.002 0.011 0.015 0.36
C 4.356909 -0.650438 -2.438263 -0.024 0.048 0.019 -0.85
N 4.512185 -1.007142 -1.036465 -0.077 -0.144 -0.055 0.08
C 5.794783 -0.633708 -0.466515 -0.051 -0.044 0.010 -0.99
P 3.162521 -1.124502 -0.093683 0.426 -0.105 -0.203 -0.24
O 2.026607 -1.678956 -0.851978 -0.067 0.092 -0.004 -0.77
O 2.932158 0.393251 0.442390 -0.295 -0.054 0.225 -0.35
P 1.703720 1.396052 0.168966 0.946 0.337 -0.336 -1.23
O 0.427799 0.646209 0.128769 -0.702 -0.273 -0.149 2.21
N 1.906733 2.525551 1.312468 0.030 -0.223 0.238 0.85
C 0.761790 3.302125 1.783662 0.008 0.190 -0.157 -1.06
C 3.095507 2.635684 2.147817 -0.093 0.018 0.017 -0.96
N 2.077523 2.092833 -1.286090 -0.484 0.085 0.100 1.04
C 2.550945 3.472739 -1.344832 0.005 -0.025 0.033 -1.08
C 1.379495 1.670632 -2.490653 -0.009 -0.016 -0.125 -1.04
N 3.607941 -1.916892 1.276480 -0.411 0.166 0.067 0.31
C 3.901526 -1.191985 2.513905 -0.018 -0.018 -0.029 -0.73
C 3.009852 -3.235359 1.505436 0.185 -0.055 -0.015 -1.06
H 5.089626 -1.197187 -3.035557 0.015 0.025 0.001 0.41
H 4.503023 0.424099 -2.603730 -0.012 0.003 0.009 0.28
H 3.360114 -0.927946 -2.773231 0.007 -0.005 -0.023 0.08
H 6.594004 -1.064282 -1.072179 0.013 0.023 0.004 0.38
H 5.883376 -1.035154 0.540213 0.028 0.003 0.012 0.27
H 5.929335 0.454378 -0.437287 0.005 0.000 0.010 0.24
H -0.138639 3.032460 1.238307 0.013 0.030 -0.003 0.23
H 0.952400 4.368961 1.643462 0.034 0.014 -0.010 0.31
H 0.594816 3.105842 2.843624 -0.001 -0.026 -0.039 0.29
H 3.927723 2.091251 1.713191 0.039 0.022 -0.024 0.23
H 2.897483 2.236346 3.145893 -0.021 -0.002 -0.007 0.10
H 3.371421 3.689118 2.234924 0.014 0.002 0.004 0.42
H 3.271677 3.669612 -0.555449 0.020 0.016 -0.009 0.29
H 1.728014 4.189359 -1.259352 -0.012 -0.016 -0.033 0.19
H 3.046883 3.623935 -2.304917 0.028 -0.003 0.009 0.38
H 0.958180 0.681114 -2.338377 0.044 0.023 -0.030 -0.21
H 2.080442 1.643972 -3.331160 0.027 -0.073 0.025 0.46
H 0.558994 2.350626 -2.737375 0.027 -0.039 0.067 0.41
H 4.502323 -0.308569 2.309047 0.027 -0.005 0.024 0.31
H 4.471421 -1.852512 3.168374 0.022 0.014 0.007 0.48
H 2.986026 -0.875873 3.023030 0.016 -0.023 0.017 0.07
H 2.566687 -3.609757 0.585709 -0.010 -0.016 -0.001 0.35
H 2.233833 -3.180463 2.272752 0.040 0.044 -0.030 0.26
H 3.779627 -3.934998 1.837851 0.002 0.000 0.013 0.44
F -0.974279 3.230945 -1.178363 0.041 -0.005 0.032 -0.32
B -2.147351 2.529689 -1.412003 -0.409 -0.242 -0.048 0.05
F -2.725361 2.051120 -0.215981 0.192 0.183 0.046 -0.34
F -3.085590 3.315107 -2.087751 0.038 0.078 -0.304 -0.36
F -1.872419 1.366053 -2.216452 0.074 0.348 -0.030 0.12